Formula: C25H65F6N7O11P
Source: the OMol25 dataset
Level of theory: ωB97M-V/def2-TZVPD

Cartesian coordinates (Å):
P1 34.414 -15.467 -6.823
F1 33.357 -16.071 -7.898
F2 33.248 -15.587 -5.712
F3 34.995 -16.949 -6.564
F4 35.464 -14.866 -5.757
F5 35.543 -15.304 -7.983
F6 33.851 -13.966 -7.174
C1 30.842 -17.810 -6.178
O1 29.554 -17.492 -6.760
H1 31.573 -17.709 -6.979
H2 31.049 -17.125 -5.359
H3 30.774 -18.808 -5.753
H4 29.573 -16.526 -6.780
C2 30.315 -13.848 -8.038
O2 30.764 -14.808 -7.092
H5 30.418 -14.225 -9.052
H6 29.304 -13.543 -7.763
H7 30.928 -12.957 -7.856
H8 31.708 -14.785 -6.898
C3 34.472 -13.182 -10.544
O3 33.303 -13.171 -9.745
H9 34.513 -13.934 -11.341
H10 34.562 -12.213 -11.045
H11 35.342 -13.338 -9.900
H12 33.505 -13.679 -8.947
C4 36.232 -13.403 -3.107
O4 35.736 -12.556 -2.068
H13 35.458 -13.532 -3.863
H14 37.098 -12.965 -3.603
H15 36.456 -14.367 -2.644
H16 34.862 -12.257 -2.353
C5 32.274 -12.518 -4.074
O5 33.240 -12.184 -3.411
N1 31.154 -11.776 -4.147
C6 30.035 -12.146 -4.988
C7 30.974 -10.538 -3.433
H17 32.112 -13.440 -4.653
H18 30.086 -13.161 -5.390
H19 29.979 -11.518 -5.883
H20 29.129 -12.111 -4.382
H21 29.988 -10.423 -2.970
H22 31.707 -10.388 -2.648
H23 30.973 -9.713 -4.156
C8 35.732 -17.833 -12.923
O6 35.867 -18.640 -13.824
N2 36.321 -17.885 -11.728
C9 37.057 -19.061 -11.283
C10 36.192 -16.816 -10.750
H24 35.123 -16.928 -13.064
H25 38.048 -18.723 -10.955
H26 37.183 -19.753 -12.106
H27 36.590 -19.471 -10.387
H28 35.370 -16.993 -10.052
H29 37.084 -16.819 -10.126
H30 36.033 -15.861 -11.245
C11 32.867 -18.094 -10.405
O7 33.460 -19.157 -10.433
N3 31.583 -18.039 -9.978
C12 30.833 -16.805 -10.032
C13 30.821 -19.223 -9.663
H31 33.260 -17.090 -10.605
H32 31.472 -15.925 -10.132
H33 30.266 -16.656 -9.110
H34 30.107 -16.797 -10.853
H35 30.656 -19.880 -10.523
H36 31.353 -19.821 -8.923
H37 29.836 -18.966 -9.282
C14 37.488 -19.380 -7.471
O8 37.539 -20.573 -7.726
N4 38.510 -18.533 -7.709
C15 39.841 -19.040 -7.967
C16 38.378 -17.098 -7.524
H38 36.613 -18.931 -6.980
H39 40.469 -18.965 -7.071
H40 40.303 -18.584 -8.836
H41 39.794 -20.126 -8.053
H42 38.991 -16.775 -6.676
H43 38.658 -16.501 -8.389
H44 37.359 -16.864 -7.220
C17 32.430 -16.871 -2.598
O9 31.361 -17.385 -2.857
N5 32.750 -16.380 -1.377
C18 33.968 -15.648 -1.148
C19 31.804 -16.245 -0.302
H45 33.267 -16.781 -3.305
H46 34.499 -16.080 -0.295
H47 33.837 -14.574 -0.959
H48 34.674 -15.607 -1.982
H49 32.266 -16.528 0.648
H50 31.464 -15.209 -0.213
H51 30.943 -16.903 -0.394
C20 35.474 -10.584 -5.664
O10 36.516 -10.184 -5.181
N6 34.825 -9.937 -6.667
C21 33.708 -10.550 -7.364
C22 35.441 -8.836 -7.386
H52 34.989 -11.510 -5.323
H53 33.292 -11.427 -6.865
H54 34.018 -10.924 -8.342
H55 32.874 -9.854 -7.471
H56 34.723 -8.014 -7.343
H57 36.374 -8.571 -6.895
H58 35.683 -9.102 -8.417
C23 35.854 -18.897 -1.615
O11 35.217 -19.550 -0.807
N7 35.852 -19.112 -2.944
C24 36.531 -18.233 -3.858
C25 35.004 -20.124 -3.576
H59 36.535 -18.084 -1.314
H60 36.844 -17.304 -3.376
H61 35.910 -17.908 -4.697
H62 37.431 -18.608 -4.360
H63 35.559 -20.481 -4.445
H64 34.823 -20.937 -2.884
H65 34.096 -19.671 -3.975

The molar mass is 784.8 g/mol. As for the net charge: -1. For the HOMO energy, the calculation gives -6.91 eV.

Formula: C25H65N5O20
Source: the OMol25 dataset
Level of theory: ωB97M-V/def2-TZVPD

Cartesian coordinates (Å):
C1 2.908 0.758 -2.382
N1 3.011 -0.440 -1.434
O1 2.674 -0.189 -0.284
O2 3.414 -1.520 -1.804
H1 2.575 0.279 -3.303
H2 3.934 1.120 -2.444
H3 2.158 1.462 -2.023
C2 1.712 -3.207 -1.183
N2 2.714 -4.190 -1.690
O3 2.449 -5.399 -1.685
O4 3.778 -3.767 -2.006
H4 0.804 -3.661 -0.787
H5 1.404 -2.570 -2.013
H6 2.211 -2.656 -0.386
C3 0.424 4.065 -0.999
N3 1.203 2.977 -1.665
O5 1.416 1.912 -1.047
O6 1.586 3.296 -2.823
H7 -0.500 4.154 -1.572
H8 1.049 4.958 -0.990
H9 0.143 3.660 -0.027
C4 -1.586 -2.142 -1.477
N4 -0.999 -1.054 -2.303
O7 -1.793 -0.192 -2.718
O8 0.160 -1.055 -2.520
H10 -1.518 -3.164 -1.852
H11 -2.618 -1.808 -1.364
H12 -1.090 -2.086 -0.508
C5 -2.848 4.382 -1.654
N5 -3.020 3.393 -0.537
O9 -2.036 2.983 -0.021
O10 -4.178 3.038 -0.195
H13 -1.977 5.008 -1.460
H14 -3.773 4.959 -1.654
H15 -2.729 3.818 -2.578
C6 -4.462 -2.239 -0.033
O11 -3.640 -2.089 1.067
C7 -2.701 -1.057 1.025
C8 -2.021 -0.917 2.453
O12 -1.237 -2.046 2.787
C9 -0.662 -1.985 4.113
H16 -5.281 -2.881 0.292
H17 -4.010 -2.789 -0.858
H18 -4.920 -1.360 -0.485
H19 -3.216 -0.133 0.764
H20 -1.873 -1.232 0.339
H21 -2.745 -0.594 3.200
H22 -1.263 -0.137 2.373
H23 -0.102 -1.050 4.151
H24 -0.054 -2.886 4.194
H25 -1.400 -1.922 4.913
C10 0.482 -4.632 4.856
O13 1.382 -4.816 3.749
C11 0.731 -4.949 2.488
C12 1.830 -5.218 1.420
O14 2.483 -4.046 0.998
C13 3.759 -4.302 0.359
H26 -0.388 -5.284 4.782
H27 0.090 -3.635 5.054
H28 1.088 -4.758 5.753
H29 0.128 -4.131 2.093
H30 0.137 -5.863 2.512
H31 1.329 -5.640 0.548
H32 2.619 -5.839 1.844
H33 4.546 -4.784 0.939
H34 4.085 -3.308 0.050
H35 3.654 -4.903 -0.544
C14 -1.623 1.460 -0.270
O15 -0.956 0.211 -0.428
C15 0.443 0.304 -0.234
C16 0.863 -0.854 0.642
O16 0.520 -2.063 -0.028
C17 0.223 -3.095 0.887
H36 -2.707 1.400 -0.176
H37 -1.397 2.071 -1.144
H38 -1.332 1.997 0.633
H39 0.730 1.269 0.185
H40 0.860 0.287 -1.241
H41 0.299 -0.767 1.571
H42 1.891 -0.855 1.004
H43 -0.829 -2.927 1.121
H44 0.784 -3.252 1.808
H45 0.341 -4.046 0.368
C18 -1.310 1.405 -2.375
O17 -1.484 2.792 -2.822
C19 -1.217 2.945 -4.207
C20 -1.026 4.421 -4.653
O18 -2.252 5.174 -4.385
C21 -2.186 6.554 -4.825
H46 -1.691 0.741 -3.151
H47 -1.858 1.270 -1.442
H48 -0.244 1.201 -2.278
H49 -2.056 2.430 -4.675
H50 -0.363 2.325 -4.482
H51 -0.894 4.190 -5.710
H52 -0.108 4.853 -4.254
H53 -1.371 7.136 -4.395
H54 -3.031 7.187 -4.557
H55 -2.049 6.632 -5.904
C22 1.014 4.427 3.442
O19 1.799 3.255 3.400
C23 1.439 2.427 2.231
C24 2.611 1.429 2.114
O20 2.723 0.554 3.305
C25 1.643 -0.333 3.474
H56 1.414 5.047 4.244
H57 -0.036 4.136 3.482
H58 1.188 4.950 2.502
H59 1.291 2.989 1.309
H60 0.497 1.909 2.412
H61 3.517 2.028 2.026
H62 2.607 0.824 1.208
H63 1.790 -1.034 4.295
H64 1.405 -0.906 2.578
H65 0.700 0.203 3.585

The molar mass is 755.8 g/mol. For the HOMO energy, the calculation gives -7.15 eV.